Entry 1:
117
Properties=species:S:1:pos:R:3:lowdin_spin:R:1 method="wB97M-V/def2-TZVPD" molar_mass_g_mol=1073.8 e_above_lowest_ev=1.033 total_charge=0 multiplicity=3
Ti -0.36569 1.14513 0.51458 1.5122
I -1.85491 5.15485 6.78992 0.0001
C -1.46971 3.69859 5.34092 0.0007
C -0.39008 2.84570 5.49308 0.0000
C -0.12730 1.88986 4.52327 0.0000
I 1.52928 0.64873 4.67526 0.0001
C -0.94040 1.75491 3.38579 0.0040
O -0.67535 0.87366 2.45207 0.0180
C -2.03125 2.64534 3.25359 0.0013
C -2.88353 2.53628 2.02738 0.0022
N -2.09258 2.64996 0.78425 0.0155
C -1.52744 3.99794 0.62292 0.0063
C -0.16534 4.11743 1.25200 0.0082
C 0.26040 5.28838 1.85300 0.0006
C 1.54801 5.36213 2.35557 0.0075
C 2.37831 4.26992 2.22018 0.0002
C 1.88767 3.13793 1.59185 0.0092
N 0.63987 3.05511 1.12924 0.0119
C -2.28587 3.59886 4.22320 0.0001
H 0.25422 2.92754 6.35835 0.0000
H -3.65569 3.31238 2.05330 0.0000
H -3.37995 1.57301 1.98089 0.0005
H -2.73015 2.46832 0.01366 0.0046
H -2.19110 4.76234 1.03698 0.0003
H -1.42059 4.19874 -0.44463 0.0011
H -0.42093 6.12394 1.94821 0.0000
H 1.89108 6.26185 2.85032 0.0005
H 3.39022 4.27850 2.60007 -0.0001
H 2.48994 2.24524 1.47653 0.0007
H -3.12223 4.27831 4.09977 0.0000
C -3.28271 -0.60456 -2.17398 0.0011
C -1.76341 -0.92419 -2.14615 0.0022
N -1.19403 -1.01400 -0.79539 0.0157
C -1.69900 -2.19659 -0.07232 0.0031
C -2.05496 -1.93097 1.38108 0.0017
N -3.00127 -0.84820 1.58103 0.0057
C -4.40692 -1.06355 1.29805 0.0006
C -4.69083 -1.04744 -0.21306 0.0004
N -3.81304 -0.09675 -0.90223 0.0021
H -3.46764 0.10699 -2.98406 0.0004
H -3.83201 -1.50745 -2.45068 0.0001
H -1.61165 -1.86421 -2.68868 -0.0001
H -1.19963 -0.16717 -2.68505 0.0009
H -0.19541 -1.15128 -0.93898 0.0026
H -2.56086 -2.60002 -0.60830 0.0003
H -0.93791 -2.98355 -0.07450 0.0001
H -2.40147 -2.88246 1.81373 0.0002
H -1.13958 -1.65226 1.90563 0.0009
H -2.84850 -0.43231 2.48795 0.0001
H -4.80232 -1.99806 1.72002 0.0002
H -4.96064 -0.24950 1.76998 0.0000
H -4.54598 -2.06055 -0.60653 0.0001
H -5.74304 -0.80592 -0.37976 0.0001
H -3.02187 0.02300 -0.26833 0.0035
C 0.49735 -4.24001 -2.31236 0.0000
C 1.71718 -3.35861 -2.55241 0.0003
C 2.98526 -4.18509 -2.36500 0.0000
C 1.67699 -2.75477 -3.94867 0.0001
O 1.66497 -2.25449 -1.64811 0.0013
Si 2.22956 -2.01517 -0.11999 0.0043
S 1.86009 -0.03875 0.39157 0.0169
O 3.82169 -2.39804 -0.00147 0.0002
C 5.03345 -1.66822 -0.20518 0.0000
C 6.11467 -2.72297 -0.40402 0.0000
C 4.92473 -0.77832 -1.43843 0.0001
C 5.33942 -0.83175 1.03143 0.0001
O 1.44418 -3.11949 0.79399 0.0011
C 1.83676 -3.82083 1.97821 0.0001
C 0.57732 -4.45570 2.54732 0.0000
C 2.85446 -4.89643 1.61102 0.0000
C 2.42114 -2.82372 2.97424 0.0000
H 0.51443 -5.09626 -2.98973 0.0000
H -0.42489 -3.68299 -2.48952 0.0000
H 0.49419 -4.60717 -1.28358 0.0000
H 2.99351 -5.00743 -3.08259 0.0000
H 3.03236 -4.60253 -1.35726 0.0000
H 3.87491 -3.57575 -2.52690 0.0000
H 1.67046 -3.53769 -4.70957 0.0000
H 2.54874 -2.11687 -4.10506 0.0000
H 0.77920 -2.14384 -4.06580 0.0000
H 5.88300 -3.34531 -1.27004 0.0000
H 6.17321 -3.36491 0.47688 0.0000
H 7.08804 -2.25358 -0.56141 0.0000
H 4.71978 -1.37702 -2.32942 0.0000
H 5.86321 -0.24310 -1.59445 0.0000
H 4.12193 -0.04883 -1.31434 0.0002
H 5.41587 -1.47253 1.91305 0.0000
H 4.54978 -0.09770 1.19860 0.0002
H 6.29054 -0.31036 0.90462 0.0000
H 0.12996 -5.12641 1.81139 0.0000
H -0.14623 -3.67995 2.80193 0.0000
H 0.80630 -5.02796 3.44818 0.0000
H 2.43223 -5.57231 0.86303 0.0000
H 3.12875 -5.48370 2.49017 0.0000
H 3.75207 -4.43046 1.20189 0.0000
H 1.70328 -2.01943 3.15537 0.0000
H 3.34181 -2.39123 2.57583 0.0000
H 2.64689 -3.31598 3.92259 0.0000
O -6.02743 3.95693 -2.85814 0.0001
C -5.20796 3.62134 -3.96028 -0.0002
N -3.95120 3.22189 -3.38463 -0.0010
C -2.78002 3.37645 -4.05389 -0.0037
O -2.74590 3.78753 -5.20002 -0.0044
C -1.52426 3.01390 -3.31350 0.0026
C -0.30025 3.40939 -3.84453 0.1092
C 0.85322 2.98708 -3.18644 0.0044
C 0.75190 2.23130 -2.04301 0.0788
N -0.43282 1.89623 -1.46638 0.0397
C -1.54433 2.25912 -2.15709 0.0865
H -6.90562 4.18297 -3.17949 0.0000
H -5.03269 4.46845 -4.62506 0.0000
H -5.64655 2.80179 -4.53817 -0.0001
H -3.96994 2.98407 -2.40664 0.0003
H -0.27499 3.99375 -4.75327 0.0065
H 1.83696 3.22137 -3.56947 -0.0020
H 1.63291 1.86014 -1.53599 0.0048
H -2.47781 1.87009 -1.77091 0.0062

***

Entry 2:
119
Properties=species:S:1:pos:R:3:mulliken_charge:R:1 method="wB97M-V/def2-TZVPD" molar_mass_g_mol=951.9 e_above_lowest_ev=2.781 total_charge=+1
Sn 0.72125 1.89597 -1.60934 0.6006
N 3.31337 -1.00295 0.98056 -0.3777
C 2.55239 -0.02432 0.45740 0.5968
S 3.05572 0.67305 -1.04067 -0.5347
N 1.48988 0.29853 1.20557 -1.3131
N 0.70282 1.26870 0.63582 0.9806
C -0.23136 1.85355 1.40993 -1.0336
C -1.04193 2.89296 0.88257 0.8964
C -1.98125 3.60438 1.74662 -0.7774
C -2.57242 4.74990 1.30899 -0.3505
C -2.34881 5.15362 -0.02683 -0.8015
C -1.59440 4.34339 -0.87566 -0.3053
N -0.99499 3.21950 -0.43024 0.2361
H 4.04746 -1.43709 0.41407 0.2200
H 2.87935 -1.60215 1.64483 0.2629
H -0.35147 1.49811 2.40706 0.5445
H -2.27492 3.19934 2.71835 0.4844
H -3.27084 5.28000 1.95532 0.4299
H -2.75865 6.08024 -0.51057 0.3532
H -1.44162 4.51220 -1.94907 0.4877
C -7.49440 -0.14177 -0.37369 -0.6496
O -6.33478 0.74488 -0.09758 -0.3908
C -5.30297 -0.16845 0.42456 -0.0580
C -4.04082 0.65113 0.59757 -0.2253
O -3.00375 0.22056 -0.29811 -0.2442
C -3.15202 0.82868 -1.64730 0.2522
C -2.59621 -0.09067 -2.72551 -0.8108
O -1.79537 0.73876 -3.55720 -0.2072
C -1.28775 0.20908 -4.83408 -0.7609
H -7.07281 -1.13814 -0.51379 0.3218
H -8.24367 0.02235 0.42823 0.2109
H -7.96903 0.20580 -1.25345 0.2831
H -5.62176 -0.55901 1.42030 0.0971
H -5.13268 -1.04596 -0.24936 0.2482
H -4.23387 1.71082 0.45724 0.3266
H -3.57455 0.57870 1.60608 -0.0322
H -4.22714 1.07543 -1.73567 0.3413
H -2.52900 1.68936 -1.65625 -0.1704
H -2.12028 -0.91847 -2.21988 0.3333
H -3.43336 -0.54384 -3.32483 0.3699
H -1.72736 -0.73466 -5.12056 0.3622
H -1.59257 0.98661 -5.57438 0.2520
H -0.17681 0.20084 -4.79279 0.1982
C -7.23061 -2.74754 6.40904 -0.9787
N -6.35397 -2.32275 5.36422 -0.1457
C -5.59240 -1.23321 5.30321 0.0492
S -4.71017 -0.93255 3.87702 -0.2674
N -5.58539 -0.45853 6.37986 -0.0859
C -4.70810 0.68728 6.50033 -0.9386
H -7.87412 -3.52919 6.08491 0.3386
H -7.83246 -1.90332 6.75917 0.3178
H -6.63154 -3.04886 7.28538 0.3429
H -6.03537 -3.05194 4.72608 0.2422
H -6.12217 -0.77285 7.17156 0.2219
H -3.62996 0.51827 6.21963 0.2960
H -4.57655 1.01388 7.53908 0.3682
H -5.09965 1.53271 5.94178 0.2933
C 6.06629 2.22330 2.89848 -1.1462
C 6.07651 3.65419 2.14267 -0.5216
C 5.04001 3.51052 1.03116 0.0605
C 4.83040 4.83786 0.29567 -1.2845
N 3.55836 4.90365 -0.42635 -0.0401
C 3.26319 4.47691 -1.64852 0.3214
S 1.62770 4.44875 -2.24038 -0.4340
N 4.25752 4.15823 -2.49208 0.0695
C 4.22482 3.52799 -3.80731 -0.5278
C 4.38224 4.52266 -4.97098 -0.7438
C 4.70815 3.89604 -6.33188 -0.4723
C 3.58636 3.12379 -6.97736 -1.0569
H 6.87486 2.18146 3.67157 0.3537
H 6.08844 1.41634 2.16662 0.3155
H 5.11179 2.13536 3.44672 0.2989
H 7.05791 3.86659 1.69295 0.3621
H 5.78486 4.40002 2.88689 0.3538
H 4.11370 3.15544 1.40159 0.2519
H 5.35340 2.68719 0.35268 0.2242
H 5.70832 5.12163 -0.36450 0.2846
H 4.76958 5.64526 1.00436 0.4048
H 2.82945 5.41837 0.08544 0.3005
H 5.16784 4.45257 -2.17746 0.1591
H 3.20230 3.08121 -3.79932 0.0803
H 4.97088 2.70641 -3.83082 0.3678
H 5.04722 5.33753 -4.64792 0.4915
H 3.41776 5.05937 -5.03735 0.3164
H 5.59849 3.19254 -6.24055 0.2885
H 5.18244 4.66249 -7.00235 0.3542
H 3.29135 3.60277 -7.94441 0.2931
H 2.64896 3.29795 -6.41113 0.2557
H 3.69961 2.09540 -7.22068 0.3184
C 4.68918 -4.46586 -2.29249 -1.3928
C 3.43012 -4.94730 -1.71080 0.9096
C 3.39411 -5.45227 -0.39968 -0.7366
C 2.28546 -6.29950 -0.03388 -0.1473
C 1.20532 -6.39142 -0.89826 -0.0969
N 0.03893 -7.06854 -0.52265 -0.0634
C -1.24124 -6.54200 -0.52564 0.0738
O -2.25534 -7.20591 -0.56513 -0.6337
N -1.28292 -5.11660 -0.33586 0.0385
C -0.97289 -4.61584 0.94330 -0.2220
C -1.56901 -5.18620 2.10487 -0.1098
C -0.98463 -4.93996 3.36287 -0.7802
C -0.19174 -3.77178 3.47275 -0.2139
N 0.24004 -3.07680 2.41700 -0.4505
C -0.03146 -3.56571 1.17771 -0.1434
C 1.22394 -5.79325 -2.16614 -0.1939
C 2.29848 -5.05396 -2.54853 -0.6597
H 4.49482 -3.46057 -2.74611 0.2968
H 4.96501 -5.08639 -3.14447 0.3346
H 5.55084 -4.25650 -1.61113 0.3351
H 4.18392 -5.20328 0.30103 0.3829
H 2.30455 -6.83918 0.91547 0.4090
H 0.01021 -8.08704 -0.47704 0.2542
H -2.16305 -4.78148 -0.66400 0.2748
H -2.33587 -5.95538 1.97705 0.4731
H -1.32346 -5.47354 4.23394 0.4194
H 0.18370 -3.42384 4.44830 0.3708
H 0.44524 -3.06111 0.32769 0.5812
H 0.35820 -5.86108 -2.86515 0.3593
H 2.25466 -4.54784 -3.52598 0.3311